Record 1
This record from the OMol25 dataset describes an isolated molecule of C13H18O4S. The level of theory is ωB97M-V/def2-TZVPD.

Results
frontier orbital gap: 0.346 hartree
SMILES string: O=C(O)CCCC(=O)OCCCCc1cccs1
total charge: 0

CARTESIAN COORDINATES (ANGSTROEM)
O (2.34333, -3.87074, -1.92326)
C (1.51839, -4.73956, -2.02831)
O (1.25588, -5.34134, -3.19268)
C (0.64635, -5.26243, -0.91600)
C (-0.42190, -4.22201, -0.55091)
C (0.17984, -2.99174, 0.12319)
C (-0.80420, -1.84680, 0.16718)
O (-1.70977, -1.68031, -0.60718)
O (-0.53499, -1.03023, 1.19134)
C (-1.35261, 0.13106, 1.33059)
C (-0.84373, 1.28053, 0.46555)
C (-1.70997, 2.52403, 0.63771)
C (-1.21992, 3.69240, -0.22988)
C (0.11581, 4.19053, 0.20708)
C (0.40573, 4.99817, 1.26257)
C (1.78894, 5.24848, 1.41167)
C (2.53463, 4.62542, 0.46654)
S (1.56227, 3.71983, -0.62544)
H (1.80127, -4.96837, -3.90376)
H (0.17074, -6.18301, -1.25163)
H (1.26960, -5.46482, -0.04390)
H (-1.14911, -4.68646, 0.11722)
H (-0.95387, -3.90608, -1.45031)
H (1.04673, -2.64818, -0.44886)
H (0.51803, -3.20869, 1.13648)
H (-1.30891, 0.39031, 2.39067)
H (-2.38084, -0.12387, 1.05163)
H (0.18958, 1.49887, 0.74129)
H (-0.85738, 0.96439, -0.57955)
H (-1.70577, 2.83048, 1.68602)
H (-2.73847, 2.28678, 0.35886)
H (-1.94304, 4.50903, -0.15924)
H (-1.16889, 3.36928, -1.27093)
H (-0.34595, 5.40987, 1.91290)
H (2.20396, 5.86692, 2.18747)
H (3.59826, 4.63823, 0.33587)

Atoms 1-2, force components in eV/Å:
O 0.15 0.14 0.03
C 0.19 0.03 0.24

Here are the Löwdin charges for atoms 1 to 5, given in e:
1. O 0.101
2. C -0.540
3. O 0.112
4. C -0.098
5. C -0.168

Record 2
This record from the OMol25 dataset describes an isolated molecule of C6H8N2 in a non-equilibrium geometry. The level of theory is ωB97M-V/def2-TZVPD.

Results
frontier orbital gap (alpha / beta): 0.291 / 0.306 hartree
total charge: 0

CARTESIAN COORDINATES (ANGSTROEM)
C (-2.07474, -0.02990, -1.31491)
C (-2.66438, -0.98589, -0.49332)
C (-0.89023, 0.26452, -0.79936)
C (-1.92535, -1.10419, 0.68138)
C (2.17842, 0.45381, -0.11954)
C (1.45993, 0.11008, 1.09835)
N (-0.78418, -0.36920, 0.41459)
N (0.11492, -0.22647, 1.44557)
H (-2.31850, 0.31196, -2.27740)
H (-3.67362, -1.22280, -0.68963)
H (-0.17531, 0.96265, -1.08748)
H (-1.91618, -1.48262, 1.64047)
H (2.87009, 1.35538, -0.20258)
H (1.71470, 0.13623, -1.11313)
H (2.03854, -0.64511, 1.72182)
H (1.59353, 0.91484, 1.87880)

Atoms 1-2, force components in eV/Å:
C 0.56 -0.57 -0.91
C -1.26 0.04 1.98

Here are the Löwdin charges for atoms 1 to 5, given in e:
1. C -0.109
2. C -0.084
3. C -0.109
4. C -0.031
5. C 0.009

Record 3
This record from the OMol25 dataset describes a cluster of 2 separate species, CH2O2S3 in total in a non-equilibrium geometry. The level of theory is ωB97M-V/def2-TZVPD.

Results
frontier orbital gap (alpha / beta): 0.294 / 0.294 hartree
total charge: 0

CARTESIAN COORDINATES (ANGSTROEM)
C (-0.44399, -0.04339, 0.04298)
O (2.09286, 1.06303, 0.61742)
O (1.74056, -0.14458, -1.44365)
S (0.42091, -1.54713, 0.87883)
S (-1.65614, 0.94254, 0.70238)
S (1.27300, 0.11978, -0.10594)
H (-1.11012, -0.24029, -1.69469)
H (-2.31707, -0.14996, 1.00267)

Atoms 1-2, force components in eV/Å:
C -0.14 -1.53 -3.82
O -1.41 -0.62 0.52

Here are the Löwdin charges for atoms 1 to 5, given in e:
1. C -1.181
2. O -0.318
3. O -0.349
4. S 0.646
5. S 0.726

Energy relative to the best compared isomer or geometry (same formula, charge and spin), respectively: 0.000, 5.407, 4.754 eV.